one.
Computed, not measured: an isolated molecule of C7H11NO, with the ωB97M-V functional and the def2-TZVPD basis.

The LUMO energy comes out at 0.8 eV. Its HOMO energy is -8.2292 eV. The calculation puts the molar mass at 125.17 g mol⁻¹. The orbital gap is 9.020 eV.

The geometry in ORCA input format:
```
! RIJCOSX wB97M-V def2-TZVPD def2/J DEFGRID3
* xyz 0 1
C 1.852 -0.756 1.013
C 2.276 -0.216 -0.368
C 0.272 0.823 -1.774
C 1.323 0.276 -1.141
C -0.405 -1.373 1.212
C -0.571 0.140 -2.830
C -2.139 0.134 2.142
N 0.470 -0.407 1.260
O -1.714 -1.067 1.481
H 1.852 -1.784 0.890
H 2.394 -0.413 1.896
H 3.231 -0.434 -0.881
H -0.006 1.896 -1.585
H -1.695 0.306 -2.817
H -0.553 -1.049 -2.726
H -0.141 0.227 -3.759
H -1.334 0.248 2.866
H -3.197 -0.146 2.561
H -2.158 0.916 1.261
H 0.335 0.638 1.456
*
```


two.
Computed, not measured: an isolated molecule of C7H11NO, with the ωB97M-V functional and the def2-TZVPD basis.

Its SMILES is CC(C)(O)c1ccc[nH]1. The LUMO energy comes out at 0.8 eV. Its HOMO energy is -8.0568 eV. The calculation puts the molar mass at 125.17 g mol⁻¹. The orbital gap is 8.879 eV.

The geometry in ORCA input format:
```
! RIJCOSX wB97M-V def2-TZVPD def2/J DEFGRID3
* xyz 0 1
C -0.224 2.111 1.757
C -0.419 0.738 1.505
C 0.329 2.662 0.633
C 0.021 0.508 0.230
C -1.221 -1.093 -1.346
C 0.509 -2.034 0.244
C 0.125 -0.877 -0.667
N 0.473 1.673 -0.289
O 1.085 -0.662 -1.680
H -0.463 2.625 2.668
H -0.833 0.018 2.182
H 0.628 3.670 0.425
H -1.191 -1.999 -1.948
H -2.007 -1.175 -0.602
H -1.435 -0.250 -2.000
H 0.662 -2.931 -0.354
H -0.283 -2.223 0.962
H 1.426 -1.808 0.786
H 0.853 1.753 -1.218
H 1.965 -0.705 -1.288
*
```


Which of them is the most stable, and which is the least stable? two and one, in that order.


one.
Computed, not measured: an isolated molecule of C7H11NO, with the ωB97M-V functional and the def2-TZVPD basis.

Its SMILES is [H]/N=C(C)\C=C(\C)C(C)=O. The LUMO energy comes out at 0.8 eV. Its HOMO energy is -9.4840 eV. The calculation puts the molar mass at 125.17 g mol⁻¹. The orbital gap is 10.298 eV.

The geometry in ORCA input format:
```
! RIJCOSX wB97M-V def2-TZVPD def2/J DEFGRID3
* xyz 0 1
C 1.804 -1.267 0.800
C -1.007 -2.062 -0.811
C -0.924 2.584 0.478
C 0.366 -0.847 0.928
C -0.446 -0.770 -0.317
C -0.064 1.658 -0.335
C -0.683 0.427 -0.876
N 1.178 1.950 -0.544
O -0.162 -0.613 2.012
H 1.632 1.241 -1.127
H -1.320 0.551 -1.744
H 2.107 -1.305 -0.250
H 2.437 -0.537 1.312
H 1.935 -2.257 1.244
H -0.202 -2.749 -1.089
H -1.616 -2.538 -0.035
H -1.643 -1.918 -1.692
H -0.853 3.597 0.073
H -0.569 2.587 1.513
H -1.970 2.267 0.461
*
```


two.
Computed, not measured: an isolated molecule of C7H11NO, with the ωB97M-V functional and the def2-TZVPD basis.

The LUMO energy (alpha / beta) comes out at 0.8 / 0.5 eV. Its HOMO energy (alpha / beta) is -6.9228 / -7.1553 eV. The calculation puts the molar mass at 125.17 g mol⁻¹. The orbital gap (alpha / beta) is 7.741 / 7.659 eV.

The geometry in ORCA input format:
```
! RIJCOSX wB97M-V def2-TZVPD def2/J DEFGRID3
* xyz 0 1
C 1.458 -0.924 1.554
C -0.495 1.121 1.146
C 1.356 -1.156 0.110
C 0.836 0.068 -0.671
C -0.555 0.586 -0.242
C -1.575 -0.561 -0.185
C -1.023 1.666 -1.231
N 1.956 -1.266 2.609
O -1.087 1.958 1.743
H 2.345 -1.414 -0.293
H 0.689 -2.010 -0.043
H 1.558 0.880 -0.544
H 0.798 -0.180 -1.735
H -2.586 -0.162 -0.149
H -1.420 -1.174 0.700
H -1.473 -1.187 -1.068
H -1.371 1.193 -2.149
H -0.206 2.341 -1.480
H -1.837 2.248 -0.802
H 2.633 -2.026 2.730
*
```


three.
Computed, not measured: an isolated molecule of C7H11NO, with the ωB97M-V functional and the def2-TZVPD basis.

The LUMO energy (alpha / beta) comes out at -0.6 / -0.2 eV. Its HOMO energy (alpha / beta) is -6.8387 / -7.5033 eV. The calculation puts the molar mass at 125.17 g mol⁻¹. The orbital gap (alpha / beta) is 6.192 / 7.267 eV.

The geometry in ORCA input format:
```
! RIJCOSX wB97M-V def2-TZVPD def2/J DEFGRID3
* xyz 0 1
C -2.925 1.653 -0.190
C 1.915 1.746 0.305
C -2.717 0.320 -0.226
C 1.888 0.433 0.092
C -1.495 -0.435 -0.019
C 3.167 -0.435 -0.238
C -1.751 -1.912 0.241
N 0.770 -0.449 0.075
O -0.417 0.197 -0.085
H -4.020 1.930 -0.365
H -2.147 2.385 0.004
H 1.020 2.331 0.660
H 2.852 2.297 0.161
H -3.523 -0.342 -0.018
H 3.110 -1.414 -0.535
H 3.616 0.203 -1.118
H 3.919 -0.213 0.591
H -2.225 -1.879 1.240
H -0.746 -2.326 0.220
H -2.409 -2.392 -0.445
*
```


Which of them is the most stable, and which is the least stable? one and three, in that order.